Entry 1:
Formula: C10H18BiCl2O
Source: the OMol25 dataset
Level of theory: ωB97M-V with the def2-TZVPD basis set

The value obtained for the lowest unoccupied orbital energy is 0.11640 Ha. Its HOMO-LUMO gap is 6.6465 eV. The calculation puts the HOMO energy at -3.479 eV. The calculation puts the energy relative to the best compared isomer or geometry (same formula, charge and spin) at 157.42 kJ/mol.

Geometry as ORCA input:
```
! wB97M-V def2-TZVPD RIJCOSX def2/J DEFGRID3
* xyz -1 1
Bi -1.18162 0.68239 -0.58496
Cl 0.24113 -0.60734 -2.50596
Cl -0.80768 1.56513 1.92769
C -2.97285 1.29114 -1.26957
H -3.62686 1.49295 -0.39653
H -3.34496 0.34967 -1.81177
C -0.16836 -1.44306 1.05830
C -1.41816 -1.30586 0.62834
H 0.23357 -0.83523 1.89858
C -2.00054 -2.05183 -0.54743
H -2.11291 -0.46199 0.90625
C -1.31013 -3.40896 -0.61397
H -3.08251 -2.17312 -0.47458
H -1.87847 -1.57509 -1.55606
C 0.20499 -3.28921 -0.68828
H -1.53111 -3.89492 0.34133
H -1.71658 -4.03827 -1.41571
C 0.75532 -2.44756 0.43712
H 0.64371 -4.28442 -0.60357
H 0.50687 -2.89930 -1.65323
H 1.04843 -3.08752 1.27560
H 1.66714 -1.94160 0.12521
C 1.38738 4.17494 -0.11805
C 2.12976 2.89605 0.18389
C 3.02619 2.97936 1.39567
O 1.99825 1.86543 -0.48093
H 2.06253 5.03047 -0.00775
H 0.55989 4.28090 0.59551
H 0.99008 4.14781 -1.13427
H 2.40436 2.87189 2.29305
H 3.75649 2.16995 1.36599
H 3.53665 3.94718 1.43008
*
```

Entry 2:
Formula: C10H18Br2FGaN
Source: the OMol25 dataset
Level of theory: ωB97M-V with the def2-TZVPD basis set

The value obtained for the lowest unoccupied orbital energy is 0.07999 Ha. Its HOMO-LUMO gap is 7.0149 eV. The calculation puts the HOMO energy at -4.838 eV.

Geometry as ORCA input:
```
! wB97M-V def2-TZVPD RIJCOSX def2/J DEFGRID3
* xyz -1 1
C -0.57045 -0.69445 4.81642
C -1.27039 -0.54374 3.58147
Ga -2.21375 -1.07061 1.78843
C -1.74797 0.29732 0.29942
C -0.14502 0.49295 0.02021
C 0.43361 -0.14001 -1.41062
N 0.75700 1.14329 0.82719
C -1.97959 -3.05073 1.25777
C -0.43656 -3.54931 1.03711
C 0.69954 -2.71606 1.87222
F -0.37878 -4.96507 1.56230
H -0.10101 -0.74803 5.90939
H -3.80426 -0.86850 2.08384
H -2.16044 1.35022 0.67606
H -2.32086 0.05393 -0.69141
H 1.40243 -0.78202 -1.18452
H 0.69522 0.71431 -2.19613
H -0.37564 -0.85467 -1.88498
H 1.69733 1.09248 0.36782
H -2.55175 -3.77690 1.99406
H -2.52654 -3.18551 0.20495
H -0.13391 -3.63576 -0.10362
H 0.48478 -2.64623 3.04027
H 1.70689 -3.35144 1.78960
H 0.96918 -1.65752 1.40448
Br 1.69242 2.12425 -4.36388
C 1.35520 4.01848 -4.04511
C 2.16230 4.52816 -2.87393
Br 1.37865 3.96687 -1.17835
H 0.27593 4.13246 -3.91061
H 1.65666 4.52017 -4.96890
H 2.15087 5.62147 -2.84396
H 3.19892 4.18022 -2.87698
*
```

Entry 3:
Formula: C10H18Cl8FNO3
Source: the OMol25 dataset
Level of theory: ωB97M-V with the def2-TZVPD basis set

The value obtained for the lowest unoccupied orbital energy is 0.01586 Ha. Its HOMO-LUMO gap is 9.5403 eV. The structure (SMILES) is CN(C)C(=O)CCOC(=O)F.ClCCl.ClCCl.ClCCl.ClCCl. The calculation puts the HOMO energy at -9.109 eV.

Geometry as ORCA input:
```
! wB97M-V def2-TZVPD RIJCOSX def2/J DEFGRID3
* xyz 0 1
C 2.30073 -2.59207 0.05351
N 2.83572 -1.34831 -0.50027
C 3.21698 -1.50952 -1.90287
C 1.93812 -0.24393 -0.31961
O 2.16278 0.58465 0.51594
C 0.69275 -0.10389 -1.18396
C -0.58364 -0.60557 -0.48906
O -1.41571 -1.35709 -1.39976
C -1.20000 -2.65699 -1.47765
O -0.86988 -3.41718 -0.63588
F -1.40122 -3.03591 -2.74136
H 2.99005 -3.40400 -0.18120
H 1.30309 -2.85509 -0.31980
H 2.24647 -2.51150 1.14193
H 2.44211 -1.98818 -2.52047
H 3.43607 -0.53148 -2.33739
H 4.13441 -2.09749 -1.95121
H 0.56927 0.96258 -1.37003
H 0.78130 -0.58210 -2.16195
H -1.19950 0.24771 -0.21284
H -0.39036 -1.17663 0.41886
Cl -0.32323 -2.19212 2.73167
C -1.55916 -1.32721 3.66356
Cl -2.80126 -0.62797 2.62076
H -2.02981 -2.03272 4.33765
H -1.07769 -0.52606 4.21183
Cl 0.07941 3.03298 -3.18125
C -0.42331 4.13980 -1.89399
Cl -0.40541 3.36794 -0.30099
H 0.26671 4.97463 -1.87458
H -1.43251 4.47045 -2.10638
Cl -3.28485 6.19210 -2.75349
C -4.47336 5.32320 -3.73988
Cl -3.72568 4.51565 -5.11883
H -4.94635 4.57422 -3.11661
H -5.19614 6.04181 -4.10600
Cl 2.58488 -3.11801 6.58001
C 1.46134 -1.92064 5.93354
Cl 0.34286 -1.30696 7.16440
H 2.03198 -1.08503 5.54625
H 0.86959 -2.38380 5.15433
*
```

Entry 4:
Formula: C10H18ClIN2OPPr
Source: the OMol25 dataset
Level of theory: ωB97M-V with the def2-TZVPD basis set

The value obtained for the lowest unoccupied orbital energy (spin up / spin down) is -0.31877 / -0.28141 Ha. As for the expectation value of S²: 2.004. Its HOMO-LUMO gap (spin up / spin down) is 5.9466 / 6.9737 eV. The calculation puts the HOMO energy (spin up / spin down) at -14.621 / -14.631 eV. The calculation puts the energy relative to the best compared isomer or geometry (same formula, charge and spin) at 109.26 kJ/mol.

Geometry as ORCA input:
```
! wB97M-V def2-TZVPD RIJCOSX def2/J DEFGRID3
* xyz 2 3
C 1.87692 -1.60307 -0.49382
I 2.00163 1.22495 0.47907
H 0.91063 -1.51829 0.01137
H 2.70905 -1.35472 0.17185
H 1.98726 -2.66704 -0.76379
Pr -1.50040 1.75261 1.03863
P 0.40894 -0.05129 -2.51566
C 1.00274 1.20830 -3.64952
C -0.28574 -1.37313 -3.50982
H -1.28547 -0.00447 -0.71039
H -1.75898 0.91103 -2.15690
H -0.50841 1.66911 -1.12929
C -0.91301 0.69400 -1.49194
H -1.12528 -1.84090 -2.98151
H -0.64295 -0.95007 -4.45752
H 0.20192 1.47040 -4.35500
H 1.86478 0.80766 -4.19777
H 0.48401 -2.12770 -3.71712
H 1.32061 2.09901 -3.09467
C 1.96360 -0.80532 -1.76438
O 2.97724 -0.69932 -2.45082
Cl -3.74498 0.66188 0.63026
N -2.26675 -1.56156 2.75967
C -1.29704 -0.84562 3.36731
C -0.45740 -1.34764 4.36174
C 0.55411 -0.53138 4.86868
C 0.66615 0.78145 4.40946
C -0.20949 1.24734 3.44209
N -1.16539 0.43025 2.89234
H -2.91201 -1.10966 2.10851
H -2.43893 -2.51321 3.05318
H -0.59915 -2.38564 4.66829
H 1.23078 -0.90772 5.63332
H 1.44611 1.44837 4.77677
H -0.18033 2.29510 3.08800
*
```

Entry 5:
Formula: C10H18F3IN2O
Source: the OMol25 dataset
Level of theory: ωB97M-V with the def2-TZVPD basis set

The value obtained for the lowest unoccupied orbital energy is -0.03522 Ha. Its HOMO-LUMO gap is 5.2849 eV. The calculation puts the HOMO energy at -6.243 eV.

Geometry as ORCA input:
```
! wB97M-V def2-TZVPD RIJCOSX def2/J DEFGRID3
* xyz 0 1
C -3.02322 -0.82195 0.15642
N -2.69328 -1.36120 1.48103
C -1.46116 -0.85767 2.04769
N -0.33359 -1.32268 1.25500
C 0.57521 -0.61214 0.67917
C 0.68487 0.86914 0.76028
C -0.27337 1.56628 -0.22737
O 0.15356 2.88723 -0.43844
C 0.72734 3.18878 -1.68928
C 2.12331 3.76834 -1.48661
F 2.22693 4.46182 -0.35183
F 3.05024 2.78653 -1.44358
F 2.43932 4.58135 -2.50652
C 1.49314 -1.46266 -0.12552
C 0.67239 -2.74549 -0.30296
C -0.10783 -2.77366 0.99825
H -2.12239 -0.72745 -0.44937
H -3.51132 0.15711 0.19810
H -3.67869 -1.51776 -0.36248
H -3.43669 -1.11053 2.12072
H -1.36063 -1.28776 3.04584
H -1.40511 0.23342 2.13238
H 1.70382 1.14872 0.49890
H 0.48287 1.22469 1.77025
H -1.27543 1.61674 0.20302
H -0.34836 1.00279 -1.16281
H 0.84495 2.29467 -2.30411
H 0.11753 3.93231 -2.20268
H 2.45144 -1.62735 0.37210
H 1.68722 -0.98678 -1.08993
H 1.34694 -3.58134 -0.45745
H 0.04557 -2.67741 -1.18930
H 0.56654 -3.12704 1.78672
H -1.01885 -3.35816 1.05026
I 2.65672 -3.76091 -2.76592
*
```

Entry 6:
Formula: C10H18N
Source: the OMol25 dataset
Level of theory: ωB97M-V with the def2-TZVPD basis set

The value obtained for the lowest unoccupied orbital energy is -0.11773 Ha. Its HOMO-LUMO gap is 9.5354 eV. The structure (SMILES) is C[C@@H]1C[C@@]2(C)C[C@]23[NH2+]C[C@]13C. The calculation puts the HOMO energy at -12.739 eV. The calculation puts the energy relative to the best compared isomer or geometry (same formula, charge and spin) at 330.14 kJ/mol.

Geometry as ORCA input:
```
! wB97M-V def2-TZVPD RIJCOSX def2/J DEFGRID3
* xyz 1 1
C -0.59267 -1.75207 1.04185
C -0.65721 -1.21765 -0.41434
C 0.76623 -1.19163 -1.00152
C 1.47351 -0.00432 -0.40542
C 2.57673 -0.20612 0.55471
C 1.30124 1.38737 -0.99136
C 0.15724 1.11797 -0.15483
N -0.18581 1.39856 1.21601
C -1.54993 0.85227 1.02199
C -1.08805 0.27855 -0.36522
C -1.96004 0.56520 -1.51587
H -1.62713 -2.01864 1.41264
H 0.03619 -1.07619 1.54565
H 0.00512 -2.70591 1.03761
H -1.32761 -1.87130 -0.98560
H 1.27565 -2.16435 -0.60894
H 0.59889 -1.21150 -2.11494
H 3.57830 -0.27983 0.04528
H 2.42619 -1.18189 0.92982
H 2.66505 0.59441 1.38067
H 2.08394 2.08404 -0.48772
H 1.14799 1.58906 -2.07873
H -0.37547 2.41575 1.58462
H 0.28223 0.93678 2.03089
H -2.33331 1.56983 0.77839
H -1.77716 0.19941 1.96683
H -2.22428 1.60398 -1.61016
H -2.98727 0.03680 -1.29226
H -1.68854 0.25141 -2.52002
*
```